77
Properties=species:S:1:pos:R:3:mulliken_charge:R:1 method="wB97M-V/def2-TZVPD" orbital_gap_ev=6.36 charge=0
C 14.974 -10.536 -5.792 0.0596
H 18.869 -9.991 -5.912 -0.1235
C 11.567 -4.444 -5.035 0.2332
C 17.369 -3.504 -1.983 -0.5712
O 16.607 -11.057 -0.101 -0.6175
H 20.409 -5.944 -7.412 0.3050
H 18.418 -3.595 -2.264 0.1706
H 15.739 -8.136 -9.257 0.4985
H 18.543 -7.971 -2.466 -0.0513
C 20.253 -4.907 -7.116 -0.6795
H 13.133 -8.432 -5.292 -0.2519
O 17.619 -12.598 -5.991 -0.5962
H 11.891 -6.527 -4.519 0.3218
H 13.127 -5.322 -4.146 -0.0392
H 15.428 -9.546 -5.737 -0.9453
H 21.271 -8.096 -3.625 0.4928
H 12.487 -9.685 -4.212 0.3685
C 18.376 -2.880 -6.795 -0.7759
H 19.834 -7.878 -1.264 0.5422
H 20.017 -11.219 -6.520 0.4527
S 18.465 -4.676 -7.327 0.3418
N 18.798 -8.438 -8.459 -0.6137
H 14.481 -4.090 -2.436 0.2044
C 17.636 -8.284 -8.340 0.4182
S 18.708 -12.211 -4.927 0.3152
H 17.316 -2.820 -1.135 0.5398
H 19.833 -7.884 -4.653 -0.0506
H 15.779 -10.445 -2.772 -0.4439
H 18.662 -2.827 -5.745 0.1174
H 21.212 -6.808 -4.910 0.3847
O 16.906 -7.851 -4.399 -0.1724
H 11.680 -9.284 -5.777 0.4411
H 17.312 -2.671 -6.688 0.2643
N 10.923 -3.511 -5.188 -0.4501
C 13.471 -10.393 -6.049 0.5106
H 16.280 -7.911 -1.096 -0.1070
H 14.613 -9.352 -2.209 0.0752
C 16.157 -8.103 -8.250 0.0304
H 20.743 -4.168 -7.750 0.5005
C 15.102 -10.286 -1.933 -0.0250
H 15.530 -8.421 0.466 0.4167
H 15.665 -8.886 -7.673 -0.2347
C 14.738 -3.164 -2.949 -0.9574
H 17.125 -11.849 -3.158 0.5087
C 15.728 -7.485 -4.193 0.2961
C 17.860 -11.198 -3.631 -0.5102
O 16.680 -4.051 -4.529 -0.2990
C 19.160 -7.287 -1.884 -0.5804
H 17.356 -10.319 -4.032 -0.3135
H 14.493 -2.260 -2.392 0.5501
H 20.381 -4.791 -6.039 -0.0441
H 18.558 -6.685 -1.202 0.3194
O 18.732 -5.602 -3.860 -0.6243
H 18.941 -2.236 -7.470 0.4856
O 15.922 -6.624 -3.324 -0.4389
H 20.333 -10.489 -4.946 0.2678
C 19.545 -10.800 -5.632 -0.5250
C 20.657 -7.370 -4.159 -0.6757
H 15.299 -11.149 -4.952 0.5279
S 19.937 -6.047 -3.048 0.2367
H 17.032 -4.488 -1.660 0.0216
H 15.448 -11.050 -6.628 0.4530
H 14.009 -2.941 -3.728 0.2968
O 13.016 -10.976 -7.003 -0.5953
C 16.108 -10.094 -0.740 0.6576
H 15.912 -7.161 -7.760 -0.0336
Mg 17.033 -5.846 -4.628 0.0862
O 17.831 -5.590 -6.290 0.0840
C 12.368 -5.613 -4.873 -0.2378
O 15.360 -6.787 -5.154 -0.5046
C 16.309 -8.620 -0.269 -0.7306
C 12.629 -9.398 -5.254 -0.5700
H 14.389 -11.085 -1.731 0.4381
H 17.313 -8.520 0.143 0.2459
S 16.472 -2.901 -3.513 0.3386
H 18.619 -10.860 -2.925 0.4456
H 12.902 -5.923 -5.771 0.1243


81
Properties=species:S:1:pos:R:3:mulliken_spin:R:1 method="wB97M-V/def2-TZVPD" orbital_gap_ev="6.09 / 4.89" charge=+2 spin_multiplicity=5 e_above_lowest_kcal_mol=93.2
H -1.718 1.718 1.585 -0.0007
H -0.356 -5.226 -3.077 0.0007
C -0.349 -3.085 -3.521 0.0631
H -0.612 9.212 -6.891 -0.0001
C 0.218 1.197 2.209 0.0043
H 2.746 -4.273 0.132 0.0004
H -2.327 -3.337 -1.309 -0.0008
C -2.228 2.227 -3.092 0.0814
C 3.835 -0.043 -0.815 0.0147
C 1.951 0.315 3.849 0.0025
H 5.020 -1.449 -2.027 0.0001
H 1.412 0.908 -2.988 0.1328
H 3.907 0.877 -1.416 0.0021
H 0.146 -2.411 -4.252 0.0029
H 2.185 0.776 4.813 0.0002
H 2.336 -3.928 -1.540 0.0001
H 1.233 -1.374 -3.258 0.0520
H -3.197 2.644 -3.365 0.0008
H -0.325 7.698 -4.941 0.0000
H -2.568 1.337 3.972 -0.0002
C -2.460 -1.293 -4.569 0.0916
H 2.375 -1.959 0.846 -0.0009
C -1.163 6.386 -8.430 0.0005
H -0.001 -2.816 -2.491 0.0331
C -0.056 -4.553 -3.889 0.0196
Fe 0.472 0.910 -1.011 2.0855
H 2.596 0.681 -3.969 0.0029
C -0.741 5.853 -6.073 -0.0054
C 2.283 -1.280 -2.971 -0.0386
H 3.854 -3.283 -0.857 0.0001
C -0.753 4.930 -4.941 -0.0580
C 2.793 -3.493 -0.640 0.0009
C -4.342 -3.434 -2.118 0.0262
C -1.553 1.143 3.631 -0.0019
C -0.482 0.666 4.309 -0.0013
H -1.932 -2.035 -6.524 -0.0012
C -0.785 0.419 -2.572 0.7691
C 0.190 2.613 -2.861 0.1577
H 4.067 -0.287 -3.779 0.0008
C -2.810 -1.629 -6.018 0.0356
H 2.801 -0.732 -4.973 -0.0006
H 0.952 -2.447 -0.040 -0.0011
P -2.123 -2.779 -3.615 0.5913
C -1.025 5.434 -7.399 -0.0034
H -4.289 -4.403 -2.638 -0.0046
H -1.411 6.097 -9.463 0.0000
H -1.575 -0.642 -4.500 0.0199
H 2.030 -0.775 3.972 -0.0002
P 2.189 -0.745 -1.195 -0.0612
C 2.992 -0.345 -3.964 0.0057
N 0.609 0.716 3.440 -0.0043
H 2.676 0.651 3.097 -0.0013
Br -0.990 -0.811 -0.302 0.2029
S 1.178 1.736 0.861 -0.0181
H -1.185 4.394 -7.669 0.0000
C -0.715 8.121 -6.996 0.0003
H -0.367 0.340 5.321 -0.0003
H -4.764 -3.582 -1.115 0.0021
H 5.946 -0.329 -1.037 -0.0002
H -5.037 -2.808 -2.693 -0.0020
H 1.009 -4.690 -4.114 0.0050
C 2.031 -2.257 -0.153 0.0024
H 5.145 -1.723 -0.277 0.0004
N -1.123 1.427 2.346 0.0019
H -2.997 -1.737 -1.654 0.0244
H -2.889 0.246 -2.500 0.0174
C 5.043 -0.951 -1.050 0.0024
C -2.955 -2.773 -2.012 0.0887
C -1.003 4.171 -4.025 0.0017
N -1.000 7.687 -8.220 -0.0005
H -3.588 -2.396 -6.052 -0.0027
H -3.145 -0.724 -6.535 0.0010
C 0.402 1.225 -2.889 -0.1794
H 3.769 0.264 0.241 0.0027
H 1.032 3.325 -2.836 -0.0010
H -3.312 -0.783 -4.096 0.0010
C -2.050 0.918 -2.637 -0.0905
C -0.553 7.247 -5.905 -0.0018
H -0.644 -4.828 -4.775 -0.0075
C -1.104 3.040 -3.201 -0.0626
H 2.712 -2.289 -2.990 -0.0003


97
Properties=species:S:1:pos:R:3:mulliken_charge:R:1 method="wB97M-V/def2-TZVPD" orbital_gap_ev=2.82 charge=0 e_above_lowest_kcal_mol=2.7
H -3.926 -3.464 3.473 0.2836
C 5.266 2.355 0.155 0.8612
C -1.018 -2.109 -3.620 -1.9528
C 2.092 3.564 -8.394 -1.2677
H -1.202 -2.645 2.457 0.6294
C 2.990 1.699 -0.710 -0.7881
O 0.431 -0.170 -3.457 -0.8313
C -5.308 1.379 3.203 -1.0558
C 1.726 2.829 -7.169 0.5845
H 4.937 0.097 4.822 0.3871
H 0.491 -1.694 -1.308 0.2172
C -4.185 -0.710 4.638 1.7493
H 4.345 1.730 5.119 0.3623
H -5.155 0.182 6.313 0.4657
H -0.299 2.156 -4.593 0.4736
C 1.352 -1.980 -4.707 1.5850
H -3.352 0.661 0.766 0.2842
C 4.887 1.386 -2.132 -1.0914
H 1.153 -4.146 -4.592 0.3048
C 1.307 -1.203 3.759 1.4588
H 1.029 -3.178 -2.099 0.4094
C -3.844 -3.030 2.479 -1.7093
H -3.141 -2.583 4.980 0.1219
H 2.588 2.010 0.241 0.4646
C 4.064 0.877 -3.113 -0.9966
H 1.107 1.117 -1.552 0.5036
F 4.521 2.723 1.219 -0.2788
H -1.492 -1.691 -4.506 0.4281
H 0.176 -0.793 -6.077 0.3127
H -3.026 -1.425 6.294 0.4074
H -5.756 2.853 6.032 0.3336
S 2.695 1.570 -6.463 -0.2889
C -4.965 0.259 5.257 -0.7895
C 2.177 1.422 3.329 -0.9393
B 1.765 0.201 -4.046 1.8500
F 6.142 1.393 0.513 -0.2664
H -0.231 1.908 1.281 0.3291
C 0.420 -1.600 -3.473 1.8107
H -4.814 -0.324 0.564 0.3308
H 5.950 1.471 -2.290 0.3632
H -1.614 -1.807 -2.761 0.4084
F 5.925 3.421 -0.346 -0.2638
H -1.047 -3.195 -3.691 0.3077
C 0.921 1.075 2.892 1.1159
H 4.949 1.289 3.521 0.2444
H 2.555 -3.504 -3.727 0.4033
C 0.607 -1.792 -6.031 -1.9210
C -3.947 -0.622 3.257 0.3854
H -3.309 -3.749 1.855 0.4475
H 3.189 -1.474 4.697 0.3805
H -0.190 -2.524 -6.146 0.3943
C 2.711 0.786 -2.892 0.0369
C 2.548 -0.780 4.182 -1.1649
H 0.550 3.103 2.310 0.3817
H -4.931 1.427 0.680 0.4247
C -5.528 1.312 4.564 0.6791
H -4.858 -2.932 2.086 0.4405
C 0.047 2.135 2.311 -2.0924
H 2.573 -3.590 -5.479 0.4658
H 4.463 0.542 -4.056 0.4417
O 2.404 -1.014 -4.656 -0.7547
H 1.785 -3.175 4.452 0.4409
C 1.564 1.304 -5.183 0.1428
H -1.360 0.179 2.069 0.3629
C -0.853 -0.566 2.655 0.1397
C -4.397 0.554 1.061 -1.7072
H -4.522 -2.303 6.021 0.4363
H -0.865 2.246 2.901 0.6197
H 0.664 -3.147 3.111 0.3015
C 4.383 0.927 4.381 -1.3851
H 2.521 2.433 3.200 0.3494
C 4.351 1.799 -0.926 0.5785
H 1.295 -1.898 -6.869 0.4186
H 2.069 -1.746 -2.084 0.3186
H -7.211 1.895 5.763 0.3465
C 0.609 3.014 -6.423 -0.6680
C 3.013 0.515 3.968 0.5777
H -3.091 -1.341 1.452 0.4623
C -3.688 -1.813 5.517 -2.1799
C 1.938 -3.393 -4.616 -1.9646
H 0.123 -2.698 4.742 0.3116
H 3.054 4.064 -8.271 0.2811
C -1.658 -1.778 2.947 -1.0004
H 1.344 4.320 -8.638 0.3416
H -5.767 2.179 2.646 0.3115
C -6.346 2.342 5.270 -1.5311
H 2.173 2.880 -9.241 0.2647
C 0.943 -2.625 4.027 -1.4774
H -1.615 -1.966 4.019 -0.1187
C 0.523 2.147 -5.294 -0.9289
C 0.433 -0.270 3.084 0.5878
C 1.039 -2.091 -2.161 -1.8386
H -6.717 3.099 4.579 0.3589
H -0.146 3.746 -6.667 0.3037
C 2.171 1.198 -1.698 -0.1738
C -3.138 -1.673 2.501 0.0334
C -4.534 0.435 2.542 0.8673


71
Properties=species:S:1:pos:R:3:mulliken_charge:R:1 method="wB97M-V/def2-TZVPD" orbital_gap_ev="5.48 / 5.40" charge=0 e_above_lowest_kcal_mol=27.6
C 5.272 -1.059 -2.788 -0.5502
H 3.319 1.405 0.333 0.4877
F 1.419 -4.866 -2.369 -0.3445
C -3.605 0.259 -1.298 -0.1761
H 3.787 1.939 -2.287 0.4710
Pd -0.917 -1.516 -1.111 -0.0133
H 2.522 -1.395 0.566 0.3774
S 0.072 0.995 -3.168 -0.4286
C 3.393 -1.802 3.806 -0.5671
H -1.791 4.801 3.231 0.4141
O -2.389 0.372 -1.260 -0.2931
B 0.561 -4.001 -1.746 0.4782
H -4.163 -4.271 -2.205 0.5196
C -1.875 1.805 1.669 -0.3684
C 4.211 -1.897 -2.483 -0.7096
H 5.938 0.976 -2.975 0.4157
C 2.991 -1.360 -2.098 -0.4137
F 1.183 -3.413 -0.598 -0.2258
H 2.196 -1.242 5.500 0.4229
P 1.235 0.746 -1.646 1.3238
H 0.533 4.077 3.661 0.4688
H 4.191 -2.209 4.412 0.4062
C 1.041 4.496 -0.086 -0.7049
H 1.323 1.905 2.820 0.4949
H 2.334 5.441 1.338 0.4499
C 1.245 -0.737 3.653 -0.4487
C -1.445 3.846 2.858 -0.5856
C 3.488 -1.839 2.424 -0.9573
C 1.604 2.234 -0.676 -0.2248
C 2.941 3.425 0.932 -0.9406
C -5.971 -3.222 -1.743 -0.4263
C -5.751 -0.868 -1.274 -0.5553
C 1.348 -0.763 2.263 0.8512
H 2.167 -2.019 -1.883 0.4258
C 0.783 3.348 -0.820 -0.4962
C -2.311 3.031 2.142 -0.7906
H -0.044 3.307 -1.518 0.3784
C 2.462 -1.328 1.645 -0.2308
C 2.841 0.018 -2.001 0.4306
H 0.404 5.362 -0.202 0.4719
F 0.278 -2.875 -2.654 -0.5151
H 4.352 -2.279 1.946 0.4747
C 2.271 -1.257 4.421 -0.7541
C 0.378 -0.335 -0.456 0.4085
C -4.624 -3.329 -1.940 -0.6509
H -6.622 -4.079 -1.843 0.4992
H -2.543 1.155 1.123 0.1563
C -6.533 -1.983 -1.409 -0.3230
C 0.305 2.218 2.631 -0.3265
S -1.527 -1.525 1.185 -0.5005
O -8.633 -2.895 -1.286 -0.6267
P -0.027 -0.192 1.276 1.3037
C 3.905 0.863 -2.329 -0.5431
C 2.124 4.538 0.780 -0.4395
H -4.208 1.183 -1.200 0.3763
H 0.371 -0.314 4.133 0.5103
H 6.222 -1.478 -3.093 0.3991
H -3.329 3.347 1.958 0.4457
C 5.116 0.321 -2.719 -0.6805
O -2.505 -2.354 -2.045 -0.7621
H 3.785 3.457 1.609 0.4026
O -8.433 -0.778 -0.952 -0.6327
F -0.633 -4.564 -1.349 -0.3146
C -0.141 3.440 3.102 -0.7603
H -6.211 0.082 -1.035 0.4891
H 4.317 -2.971 -2.552 0.5156
C -0.565 1.397 1.913 0.6505
C -4.367 -0.962 -1.442 0.8259
N -7.974 -1.876 -1.207 1.0178
C -3.764 -2.207 -1.795 0.3252
C 2.677 2.269 0.214 0.1923


95
Properties=species:S:1:pos:R:3:mulliken_spin:R:1 method="wB97M-V/def2-TZVPD" orbital_gap_ev="8.21 / 7.93" charge=+1 spin_multiplicity=5 e_above_lowest_kcal_mol=19.0
C 6.077 -0.845 -1.806 0.0006
C -0.515 -1.573 3.021 0.0485
N 2.943 -1.196 2.213 -0.0247
C 4.242 -3.904 0.787 -0.0035
H -6.022 -2.604 -3.615 0.0000
C 4.370 -0.821 -0.107 -0.0039
C -1.846 0.584 -2.761 0.0048
C -2.421 4.470 0.206 0.0006
H 5.276 -5.756 1.070 0.0001
H -2.770 2.784 1.482 -0.0004
C -3.555 -2.036 -1.340 -0.0001
H 3.805 -1.402 2.699 -0.0021
C 4.028 4.564 -1.432 0.0002
C 2.376 3.184 0.333 0.0261
C 1.840 -1.330 4.367 -0.0026
C -3.082 -3.344 -1.237 0.0041
H -3.267 -5.383 -1.886 0.0000
C -0.646 4.238 -1.394 -0.0041
H -0.042 4.641 -2.199 0.0004
H -4.136 3.680 -2.762 0.0001
C -1.748 1.512 -3.788 0.0018
C -3.905 -0.126 1.071 -0.0099
H 6.544 -1.325 -2.655 0.0002
H -1.415 -1.661 2.427 0.0056
C -3.648 -4.373 -1.977 0.0004
N 0.619 -1.407 2.308 -0.1306
H 6.356 1.909 0.143 0.0001
H -2.253 -3.554 -0.568 -0.0011
Si -2.807 -0.595 -0.386 0.0041
C -5.264 -0.447 1.088 -0.0016
H -0.983 1.410 0.458 0.0963
H -1.473 -1.749 4.911 -0.0002
H 2.794 -1.216 4.864 -0.0006
H 0.686 -1.444 6.161 0.0008
C -0.412 2.957 -0.916 0.0126
C 3.261 -6.064 0.396 0.0017
C 1.959 -4.081 0.029 0.0960
H -1.045 1.354 -4.597 -0.0001
C 1.790 -1.325 2.976 0.0576
H 3.346 -7.142 0.392 0.0003
C -1.652 4.998 -0.824 0.0003
H 1.026 -3.604 -0.257 -0.0484
H 7.427 0.818 -1.795 -0.0001
C 0.667 -1.463 5.079 0.0162
H -5.695 -0.984 0.250 0.0001
H -3.745 1.382 4.121 0.0000
S 0.899 2.023 -1.717 -0.0096
C 4.187 4.715 -0.063 -0.0002
O 1.019 0.683 -1.027 -0.1356
C 4.347 -5.284 0.779 -0.0012
H 2.895 3.611 -2.994 -0.0007
C -4.624 -1.791 -2.207 -0.0003
H 4.669 5.103 -2.116 0.0000
H 1.714 2.655 1.009 -0.0101
H -7.121 -0.367 2.156 -0.0001
H -1.839 6.001 -1.183 0.0000
C -2.169 3.192 0.680 0.0110
Cr 0.579 -0.765 0.384 3.9461
C -5.196 -2.815 -2.947 0.0000
H 1.229 -6.072 -0.285 0.0008
H 3.479 4.159 1.887 0.0003
C 4.974 -1.431 -1.207 0.0031
C -3.487 2.813 -2.764 -0.0002
P 2.817 -1.496 0.518 0.1893
H -6.156 0.830 4.096 0.0000
H -5.006 -0.781 -2.313 0.0001
C -6.070 -0.107 2.166 -0.0001
H -1.224 -0.306 -2.781 -0.0045
H -2.491 3.365 -4.583 0.0000
C 3.360 4.025 0.819 0.0125
H 4.584 -2.369 -1.583 -0.0003
C 5.970 0.970 -0.231 -0.0003
C 3.045 -3.295 0.410 -0.0898
C 4.866 0.389 0.373 0.0008
C -1.160 2.422 0.115 -0.1085
C 3.039 3.723 -1.926 0.0001
H -5.142 -4.907 -3.421 0.0000
C -3.377 0.523 2.189 0.0160
C 6.571 0.357 -1.320 -0.0015
H -2.315 0.748 2.218 0.0161
C -3.578 1.881 -1.737 0.0010
H -3.223 5.053 0.638 0.0001
C -2.751 0.758 -1.709 0.0056
C -4.703 -4.108 -2.837 0.0000
O -1.323 -0.855 0.173 0.0117
C -4.176 0.871 3.268 0.0001
C 2.224 3.040 -1.038 -0.0008
H -4.297 2.032 -0.938 0.0002
H 4.949 5.381 0.319 0.0000
C 2.070 -5.464 0.017 0.0200
H 5.093 -3.299 1.080 -0.0008
C -2.564 2.637 -3.784 0.0002
C -0.536 -1.611 4.392 -0.0157
C -5.530 0.562 3.255 0.0002
H 4.394 0.868 1.219 -0.0005